Record 1
{"formula": "C5H36NO11", "method": "ωB97M-V/def2-TZVPD", "symbols": ["C", "C", "C", "C", "C", "N", "H", "H", "H", "H", "H", "H", "H", "H", "H", "H", "H", "H", "H", "H", "H", "H", "O", "H", "H", "O", "H", "H", "O", "H", "H", "O", "H", "H", "O", "H", "H", "O", "H", "H", "O", "H", "H", "O", "H", "H", "O", "H", "H", "O", "H", "H", "O"], "coordinates": [[-1.25126, 0.26620, -0.25730], [0.00489, 0.90586, -0.84973], [0.67947, 2.16586, -0.24122], [0.16627, 3.35605, -0.89721], [0.26654, 2.42421, 1.17976], [1.14348, -0.12788, -0.59081], [-1.62286, -0.50767, -0.98880], [-2.02049, 1.10712, -0.07442], [-0.92641, -0.31048, 0.75985], [-0.08361, 0.96788, -1.94178], [1.79351, 2.11678, -0.30354], [0.69995, 3.75260, -1.65051], [0.12086, 4.15733, -0.08464], [-0.92198, 3.23412, -1.29145], [0.55763, 3.31032, 1.85889], [0.53572, 1.35062, 1.69391], [-0.85385, 2.39266, 1.22923], [1.01793, -0.41177, 0.37925], [2.09240, 0.23160, -0.75556], [1.02824, -0.95258, -1.20873], [0.53765, -1.83738, 1.97543], [1.44214, -1.17373, 3.11097], [1.18365, -1.02879, 2.18159], [-2.64428, -1.30971, 3.54236], [-3.65128, -2.45880, 3.15157], [-2.73825, -2.15577, 3.08355], [0.81403, -2.33771, -3.51443], [2.06450, -2.13692, -2.61611], [1.20420, -1.75552, -2.82646], [-4.39532, 0.09662, 1.10634], [-4.42143, 1.52562, 1.23997], [-3.99327, 0.86156, 1.55410], [4.48713, 0.94924, -1.78012], [4.37056, 1.31995, -0.21720], [4.03864, 0.81113, -0.98180], [-0.08629, -4.32917, 2.19628], [-0.96316, -3.07094, 2.31654], [-0.14118, -3.35374, 1.93352], [-3.36037, -2.56030, -4.02108], [-2.17405, -3.53623, -4.44475], [-2.42717, -2.65902, -3.94556], [3.52501, 1.93013, 2.30520], [3.37205, 0.74091, 1.26597], [3.96302, 1.35758, 1.58611], [4.51771, 3.00338, 3.68922], [3.09765, 2.32879, 4.24084], [3.48134, 3.05090, 3.68894], [0.34761, -1.68080, -5.69873], [-0.91098, -2.16280, -4.67573], [-0.03481, -2.16121, -4.98238], [-5.14356, -1.68447, -0.17991], [-3.67945, -2.37648, 0.10504], [-4.10848, -1.63517, -0.35443]], "forces_ev_per_a": [[0.1, -0.1, 1.3], [2.5, -1.2, 0.5], [-0.2, 0.6, 0.5], [-4.1, 2.3, 1.4], [-0.7, -4.1, 3.6], [-1.0, -0.6, -0.9], [0.1, 0.9, 0.9], [1.0, -1.8, -0.1], [-1.3, 1.6, -2.2], [0.1, 0.3, 0.3], [-0.8, -0.1, -0.2], [2.0, 1.1, -2.9], [-0.1, -0.6, -1.5], [1.7, 0.1, 0.8], [0.3, -1.4, -1.7], [-0.5, 2.7, -0.1], [0.8, 0.3, -0.1], [0.6, -0.1, 0.3], [0.0, 0.2, 0.0], [-0.1, 0.1, 0.0], [2.2, 1.7, 0.8], [-0.1, 0.1, -0.7], [-1.6, -1.8, -0.2], [-0.4, -0.2, -0.1], [0.2, 0.3, 0.2], [0.4, -0.2, -0.2], [0.0, 0.6, -0.1], [0.0, -0.1, -0.1], [0.6, -0.3, 0.7], [0.6, 0.1, 0.2], [-4.3, 7.0, -3.0], [3.8, -7.1, 2.8], [1.2, 0.6, -1.4], [0.3, 0.1, -0.5], [-1.7, -0.7, 1.8], [0.2, 2.1, -0.6], [-1.2, 0.3, 0.5], [0.4, -2.4, 0.2], [-1.1, 0.0, -0.2], [-1.1, 2.4, 1.5], [2.1, -2.8, -1.2], [0.6, -0.9, -1.5], [-2.2, -2.1, -0.6], [1.4, 2.9, 2.0], [-3.0, -0.1, 0.5], [1.0, 0.8, -0.3], [2.0, -0.7, 0.0], [-0.8, 0.7, -0.6], [-2.3, 1.2, -0.3], [2.9, -1.9, 0.4], [3.4, -0.3, -0.5], [-0.5, 0.3, -0.1], [-3.1, 0.0, 0.6]], "charge": 1, "relative_energy_kj_mol": 313.95}

=====

Record 2
{"formula": "C5H36NO11S2", "method": "ωB97M-V/def2-TZVPD", "symbols": ["N", "C", "C", "S", "S", "C", "C", "C", "H", "H", "H", "H", "H", "H", "H", "H", "H", "H", "H", "H", "H", "H", "H", "H", "O", "H", "H", "O", "H", "H", "O", "H", "H", "O", "H", "H", "O", "H", "H", "O", "H", "H", "O", "H", "H", "O", "H", "H", "O", "H", "H", "O", "H", "H", "O"], "coordinates": [[2.16627, -0.19826, -0.19301], [1.53225, 1.08105, 0.31181], [1.97251, 1.27796, 1.73490], [1.41499, -0.01922, 2.91316], [0.02946, -1.18806, 2.08137], [-1.47972, -0.12386, 1.95568], [-2.52576, -0.44786, 3.04780], [-3.62506, -1.39295, 2.50386], [1.55738, -0.75703, -0.80296], [2.81519, 0.03385, -0.94687], [2.35451, -0.84395, 0.58160], [1.96453, 1.83927, -0.32453], [0.48457, 1.22400, 0.06650], [3.05881, 1.40355, 1.78245], [1.61948, 2.21401, 2.15343], [-1.94913, -0.26088, 0.99583], [-1.02081, 0.84441, 2.12707], [-2.94978, 0.52590, 3.30971], [-2.03675, -0.81097, 3.95085], [-3.87752, -1.16886, 1.47345], [-3.33836, -2.36779, 2.85371], [-4.53875, -1.16990, 3.06019], [-0.44606, 2.22476, -2.51247], [-1.17895, 3.54755, -3.00238], [-0.92983, 3.04840, -2.23152], [-0.89836, 3.17197, 0.68607], [-0.13246, 3.44434, -0.57026], [-0.02939, 3.46713, 0.38799], [-3.16972, 2.59874, 1.26958], [-2.97418, 4.02188, 1.71219], [-2.61741, 3.12118, 1.87506], [-2.16081, 2.15224, -1.33378], [-3.72901, 2.02865, -1.44095], [-2.93509, 1.61073, -1.08985], [3.10853, -3.31464, 0.54251], [3.94577, -2.43782, 1.36810], [3.54291, -2.43594, 0.48779], [3.35357, 0.65238, -2.99188], [2.71483, -0.72300, -2.50708], [2.79909, 0.24214, -2.30695], [-0.02528, -0.08945, -3.24149], [1.22867, 0.76606, -3.36881], [0.24973, 0.81163, -3.32239], [-1.27352, -2.38276, -2.75236], [-1.34708, -3.89328, -2.46763], [-0.75136, -3.13523, -2.43155], [1.13149, -2.76379, -2.66010], [2.54674, -3.00367, -2.13748], [1.85455, -2.32902, -2.18301], [-2.52091, -1.12669, -2.51690], [-2.20159, -0.02254, -3.68936], [-2.20468, -0.93870, -3.40706], [3.26577, -3.19885, 3.81757], [4.10601, -1.99834, 3.95020], [4.04970, -2.81044, 3.43219]], "forces_ev_per_a": [[-3.0, -0.4, 1.7], [0.8, -0.1, -0.9], [-0.3, 0.5, 0.2], [0.8, 0.4, 0.8], [-0.6, -0.5, -1.1], [0.5, -0.6, 1.7], [-0.1, 0.9, -1.0], [0.0, 1.3, 2.0], [-0.6, 0.0, 0.7], [1.5, 0.2, 1.3], [0.8, 0.1, -0.4], [0.4, 0.5, 0.1], [-0.2, -0.9, 0.6], [0.0, -0.6, 0.0], [-0.4, 0.2, -0.3], [0.3, 0.3, -0.6], [-0.5, 0.4, -0.4], [-0.2, -0.1, 0.1], [-0.1, -0.2, -0.1], [0.4, -0.7, -0.3], [-0.1, -0.9, -1.0], [-0.1, -0.1, 0.0], [-0.4, 0.8, -0.3], [0.0, 0.2, -0.5], [0.7, -1.0, 0.5], [-0.2, 0.2, 0.5], [0.1, 0.3, -0.2], [0.0, -0.2, 0.0], [0.3, -0.2, 0.2], [0.5, -0.6, 0.4], [-0.7, 0.7, -0.7], [-0.6, 0.2, -0.3], [0.3, 0.1, -0.1], [-0.1, -0.5, 0.4], [0.2, 0.7, -0.4], [0.3, 0.3, 0.3], [-0.4, -1.2, 0.3], [0.1, -0.3, 0.3], [-0.1, 0.2, -0.3], [1.0, 0.4, -3.4], [-0.6, -1.0, 0.1], [-0.9, 0.1, 0.2], [1.0, 0.9, -0.2], [0.3, -0.3, -0.4], [0.2, 0.0, 0.0], [-0.2, 0.0, 0.1], [-0.5, 0.0, 0.2], [0.0, 0.2, 0.1], [0.7, -0.1, -0.3], [-0.5, 1.3, 0.0], [-0.4, 0.2, 0.7], [0.6, -1.2, -0.4], [-0.4, -0.5, 0.0], [0.3, 0.1, -0.2], [0.1, 0.4, 0.0]], "charge": 1, "relative_energy_kj_mol": 16.23}